Record 1
A molecular structure, C16H24N4O7P2STi, computed with ωB97M-V with the def2-TZVPD basis set.

Summary:
- Total charge: -2
- 2S+1: 3
- Frontier orbital gap (spin up / spin down): 4.4 / 5.8 eV

Last column: Löwdin charge in e.
Positions of all 55 atoms, in Å:
Ti -0.6523 1.2182 -0.6185  0.82
O 0.3836 3.1244 -3.0485  -0.19
P -0.0111 4.0883 -1.7544  0.20
O 0.6670 5.3905 -1.8622  -0.31
O 0.1842 3.2040 -0.5423  -0.37
O -1.5890 4.2286 -2.0779  -0.27
P -2.7093 3.0358 -1.9125  0.18
O -2.1871 1.9661 -3.0317  -0.18
O -4.0287 3.5224 -2.3456  -0.31
O -2.4903 2.3918 -0.5666  -0.38
H 1.1999 2.6519 -2.8404  0.05
H -1.2346 1.9962 -3.2159  0.02
N -3.2182 -2.4028 -0.5605  0.13
C -2.5134 -1.3771 -1.1152  -0.17
N -2.1054 -0.5075 -0.2470  0.06
C -2.5597 -0.9689 0.9781  -0.21
C -2.4237 -0.4144 2.2460  -0.01
C -2.9710 -1.1056 3.3094  -0.10
C -3.6417 -2.3242 3.1241  -0.12
C -3.7935 -2.8800 1.8672  -0.04
C -3.2434 -2.1763 0.8024  -0.20
H -3.4863 -3.2426 -1.0369  0.15
H -2.3303 -1.3186 -2.1758  0.13
H -1.8932 0.5200 2.3732  0.11
H -2.8709 -0.7054 4.3107  0.09
H -4.0471 -2.8431 3.9847  0.09
H -4.3095 -3.8217 1.7253  0.10
C 3.5079 -2.1382 -1.2872  -0.17
N 2.6800 -0.9585 -1.3831  -0.16
C 2.6030 -0.3656 -2.6242  -0.14
C 1.3689 0.0186 -2.9562  -0.15
N 0.4376 -0.3389 -1.9203  -0.11
C 1.2744 -0.9005 -0.7491  -0.81
S 0.6349 -2.5521 -0.3565  0.41
H 4.5149 -1.8835 -1.6394  0.07
H 3.1205 -2.9844 -1.8687  0.05
H 3.5703 -2.4687 -0.2525  0.05
H 3.5009 -0.2254 -3.2147  0.10
H 1.0518 0.5543 -3.8380  0.09
H -0.1315 -1.1246 -2.2289  0.04
C 3.3535 0.0487 1.5782  -0.07
C 1.8203 0.1848 1.6427  -0.62
C 1.2862 -0.9361 2.5380  -0.10
C 1.5119 1.5228 2.3288  -0.08
C 1.1598 0.2361 0.2622  -0.27
H 3.7947 0.0967 2.5832  0.06
H 3.7841 0.8506 0.9722  0.08
H 3.6434 -0.9006 1.1274  0.05
H 1.6995 -0.8317 3.5511  0.07
H 1.5423 -1.9184 2.1433  0.03
H 0.1977 -0.8933 2.5972  0.06
H 2.0223 1.5949 3.2983  0.07
H 0.4360 1.6234 2.4922  0.07
H 1.8194 2.3644 1.7031  0.08
H 1.6701 1.0754 -0.2684  0.08

---

Record 2
A molecular structure, C16H24N8 at a distorted geometry, computed with ωB97M-V with the def2-TZVPD basis set.

Summary:
- 2S+1: 1
- Frontier orbital gap: 9.3 eV

Last column: Löwdin charge in e.
Positions of all 48 atoms, in Å:
C -2.1443 1.7546 3.5376  -0.08
C -1.1019 2.1533 2.5873  -0.18
N -0.2527 2.4638 1.8149  0.11
H -1.4889 1.7209 4.4079  0.09
H -2.5200 0.7317 3.5115  0.01
H -2.9639 2.4670 3.6317  0.10
C 0.1780 -2.8575 -0.5474  -0.08
C 1.3263 -2.7556 -1.4090  -0.26
N 2.2481 -2.7129 -2.0874  0.18
H 0.4686 -3.4201 0.3398  0.10
H -0.4950 -3.4847 -1.1320  0.10
H -0.2393 -1.9032 -0.2260  0.04
C 3.0034 -0.6567 0.4547  -0.12
C 4.2064 -1.3413 0.9043  -0.26
N 5.1234 -1.8983 1.3092  0.12
H 2.1988 -1.3887 0.3841  0.00
H 3.1933 -0.1697 -0.5018  0.03
H 2.7393 0.0197 1.2677  0.09
C -0.5330 2.6255 -1.1463  -0.11
C -0.6692 3.4720 -2.2797  -0.25
N -0.7903 4.1229 -3.2318  0.14
H -0.4556 3.1604 -0.1997  0.08
H 0.2994 1.9235 -1.1949  0.08
H -1.3811 1.9516 -1.0259  0.07
C -0.1007 0.6075 0.3787  -0.15
C 0.4541 -0.5790 0.9617  -0.26
N 0.9302 -1.5541 1.3636  0.09
H 0.5384 1.4579 0.6163  0.07
H -0.9902 0.8170 0.9729  0.09
H -0.2188 0.4296 -0.6902  -0.17
C -0.8612 -2.0326 3.2977  -0.03
C -1.6438 -1.0758 4.0973  -0.24
N -2.2105 -0.3036 4.6719  0.11
H -1.5318 -2.5753 2.6315  0.10
H -0.5024 -2.6582 4.1150  0.10
H -0.2194 -1.3251 2.7727  0.03
C -2.7019 0.7843 -3.2401  0.01
C -1.6911 0.4465 -2.2611  -0.10
N -0.9191 0.1330 -1.5000  0.08
H -3.7184 0.5344 -2.9360  0.10
H -2.5115 0.2709 -4.1825  0.10
H -2.6543 1.7996 -3.6338  0.09
C 1.2451 -0.1551 -2.8257  -0.05
C 2.7768 -0.2608 -2.5853  -0.25
N 3.9592 -0.3022 -2.4653  0.14
H 0.6290 -0.0788 -1.9297  0.01
H 0.9696 -1.0700 -3.3504  0.08
H 1.0234 0.7117 -3.4482  0.09

---

Record 3
8 unconnected molecules or ions with the total composition C16H24N8 at a distorted geometry, computed with ωB97M-V with the def2-TZVPD basis set.

Summary:
- Total charge: +1
- 2S+1: 2
- Frontier orbital gap (spin up / spin down): 11.3 / 2.7 eV

Last column: Löwdin charge in e.
Positions of all 48 atoms, in Å:
C -0.5156 0.0100 -3.8117  -0.10
C 0.6271 0.8853 -4.2165  -0.25
N 1.5217 1.6199 -4.5279  0.12
H -0.1303 -0.9069 -3.3657  0.07
H -0.9834 -0.3312 -4.7352  0.08
H -1.2179 0.5200 -3.1523  0.04
C 0.2872 -3.4296 4.5117  -0.06
C 0.3424 -3.2487 2.9876  -0.22
N 0.5123 -3.0395 1.8193  0.09
H 1.3102 -3.4696 4.8859  0.07
H -0.2706 -4.3314 4.7642  0.07
H -0.3033 -2.6352 4.9681  0.07
C -4.1181 2.7011 0.5792  0.00
C -4.7366 1.6937 -0.3083  -0.13
N -5.2514 0.8825 -1.0166  0.24
H -4.7021 2.8556 1.4865  0.11
H -3.9477 3.5036 -0.1384  0.09
H -3.0897 2.4686 0.8557  0.07
C 5.1468 1.2023 4.3080  -0.05
C 3.9824 1.1579 3.4179  -0.27
N 3.0906 1.1486 2.6975  0.13
H 5.2932 2.2811 4.3608  0.08
H 5.9845 0.6883 3.8366  0.09
H 5.0613 0.8950 5.3503  0.09
C 0.8347 0.1823 0.1182  -0.03
C 0.0541 1.3727 0.1876  -0.20
N -0.6027 2.2939 0.2799  0.25
H 1.7286 0.1455 0.7409  0.07
H 1.1395 0.0979 -0.9249  0.09
H 0.1261 -0.6040 0.3783  0.07
C -3.4085 -2.4181 -2.3717  -0.03
C -2.5987 -1.5135 -1.5197  -0.17
N -2.0117 -0.6835 -0.9332  0.19
H -3.0876 -3.4383 -2.1609  0.09
H -3.1466 -2.3768 -3.4290  0.09
H -4.4786 -2.4349 -2.1649  0.10
C -2.3139 3.5578 -2.9927  -0.08
C -2.7296 2.9963 -4.2674  -0.28
N -3.0841 2.5783 -5.3090  0.14
H -1.4169 4.1457 -3.1870  0.09
H -2.0541 2.7690 -2.2867  0.05
H -3.1672 4.1358 -2.6377  0.08
C 4.5462 -2.2474 0.6902  -0.07
C 4.1778 -2.4321 2.0723  -0.29
N 3.8011 -2.5728 3.1726  0.13
H 3.8620 -1.5239 0.2468  0.07
H 4.3653 -3.2221 0.2370  0.09
H 5.5720 -1.9293 0.5043  0.09

---

Record 4
2 unconnected molecules or ions with the total composition C16H24NO4 at a distorted geometry, computed with ωB97M-V with the def2-TZVPD basis set.

Summary:
- Total charge: +1
- 2S+1: 1
- Frontier orbital gap: 7.7 eV

Last column: Löwdin charge in e.
Positions of all 45 atoms, in Å:
C 2.5229 -3.9760 -0.5002  -0.14
C 3.7045 -3.3354 -1.4461  -0.23
C 3.0273 -2.0140 -2.2160  -0.14
C 2.7309 -0.9036 -1.0468  -0.22
C 4.1637 -0.3610 -0.3765  -0.10
C 3.4671 0.7697 0.6402  -0.10
C 2.4691 1.4141 -0.5055  0.12
N 2.1130 0.4320 -1.3969  -0.09
O 1.3296 0.8381 -2.4111  -0.05
C 0.1902 -0.0643 -2.6381  -0.09
C -0.6452 -0.4851 -1.2918  -0.33
C -1.6670 0.6627 -0.7192  -0.07
O -1.4961 -1.6561 -1.6833  -0.11
H 2.6426 -5.1290 -0.2834  0.09
H 2.3652 -3.3909 0.5284  0.08
H 1.5024 -3.8773 -1.1114  0.09
H 4.0413 -4.1482 -2.2530  0.13
H 4.6893 -3.0583 -0.8586  0.11
H 3.7089 -1.6141 -3.0866  0.13
H 2.0414 -2.4498 -2.7292  0.11
H 2.1404 -1.2193 -0.0858  0.15
H 4.7357 0.0737 -1.3018  0.15
H 4.7159 -1.0680 0.3782  0.14
H 3.0110 0.3855 1.6528  0.15
H 4.3739 1.5346 0.7707  0.14
H 2.2073 2.5521 -0.4306  0.19
H -0.5742 0.5383 -3.3294  0.17
H 0.5207 -0.9956 -3.2995  0.14
H 0.0082 -0.8530 -0.3929  0.14
H -1.1145 1.5724 -0.1851  0.09
H -2.2951 0.1415 0.1519  0.11
H -2.4287 1.0849 -1.5026  0.10
H -1.4576 -1.7769 -2.6968  0.12
C -3.3486 2.5926 3.3299  0.02
C -4.2407 2.4055 4.3074  0.03
C -5.6869 2.3313 4.0208  -0.38
O -6.5043 2.1621 4.9151  0.12
C -6.1087 2.4701 2.6128  0.03
C -5.2166 2.6572 1.6353  0.02
C -3.7704 2.7314 1.9219  -0.38
O -2.9530 2.9006 1.0276  0.06
H -2.2843 2.6501 3.5231  0.12
H -3.9471 2.3011 5.3451  0.13
H -7.1730 2.4126 2.4196  0.13
H -5.5102 2.7616 0.5976  0.12

---

Energy relative to the best compared isomer or geometry (same formula, charge and spin) list, top to bottom, in eV: 0.0000 12.3342 0.2057 9.5914